The following is a DFT calculation (ωB97M-V/def2-TZVPD) of a molecular structure, C19H32Cl3N2SbSi2Zn.

For the HOMO-LUMO gap, the calculation gives 8.10 eV. For the calculated total energy, the calculation gives -4832.016178 hartree. Its total charge is 0. The calculation puts the highest occupied orbital energy at -7.85 eV.

CARTESIAN COORDINATES (ANGSTROEM)
Zn1 -0.92850 0.34250 0.69531
N1 -0.92113 0.67515 2.92772
C1 -1.51974 -0.32897 3.81802
C2 -0.88169 -1.71278 3.63067
C3 -1.69953 -2.72849 2.82289
C4 -1.60569 -2.64041 1.30667
N2 -2.19760 -1.39741 0.76464
H1 0.06321 0.80216 3.15084
H2 -1.35586 1.58445 3.06640
H3 -2.58956 -0.36672 3.59927
H4 -1.42877 -0.01736 4.86204
H5 -0.70281 -2.14144 4.61841
H6 0.10728 -1.59372 3.17541
H7 -2.75172 -2.67551 3.12616
H8 -1.37008 -3.73465 3.09370
H9 -2.10053 -3.51304 0.87083
H10 -0.55832 -2.66720 0.99676
H11 -3.07068 -1.17261 1.23553
H12 -2.45243 -1.53814 -0.20937
Cl1 -2.56768 3.51040 1.84677
Si1 -2.60235 2.04963 0.32457
Cl2 -2.61788 3.18019 -1.43404
Cl3 -4.56812 1.30284 0.46934
C5 3.04804 0.33422 -4.03050
C6 2.41302 1.42082 -3.44153
C7 1.94816 1.32867 -2.13818
C8 2.11643 0.16161 -1.38615
C9 2.76283 -0.91465 -1.99530
C10 3.22034 -0.83556 -3.30561
Si2 1.40801 0.02666 0.35536
C11 2.18112 1.33449 1.48834
C12 1.60482 2.60583 1.58749
C13 2.11435 3.56914 2.44677
C14 3.21166 3.27343 3.24418
C15 3.79489 2.01648 3.17199
C16 3.28512 1.06192 2.30078
H13 3.40733 0.40114 -5.04981
H14 2.27489 2.33782 -4.00102
H15 1.43526 2.18071 -1.70236
H16 2.91337 -1.83292 -1.43766
H17 3.71768 -1.68528 -3.75709
H18 1.97051 -1.26710 0.86947
H19 0.73055 2.85083 0.98988
H20 1.64917 4.54559 2.49978
H21 3.60811 4.01897 3.92178
H22 4.65015 1.77970 3.79286
H23 3.75556 0.08610 2.25153
C17 -1.06790 -0.11156 -4.86481
Sb1 -1.35604 -0.26371 -2.74669
C18 -0.70994 -2.31750 -2.65446
C19 -3.46428 -0.71731 -2.87132
H24 -1.61427 -0.90841 -5.36900
H25 -0.00339 -0.20563 -5.07619
H26 -1.41553 0.85479 -5.22605
H27 -1.28660 -2.92221 -3.35487
H28 -0.81351 -2.73433 -1.65130
H29 0.34519 -2.35420 -2.92373
H30 -3.62976 -1.60093 -3.48805
H31 -3.97384 0.13618 -3.31897
H32 -3.91134 -0.87262 -1.88811

Cartesian forces, eV/Å:
Zn -0.05 0.01 0.19
N 0.06 0.01 -0.11
C -0.01 -0.02 -0.01
C -0.04 0.00 0.01
C 0.02 -0.02 -0.01
C -0.01 -0.01 0.00
N 0.02 0.03 0.01
H 0.01 -0.01 0.00
H -0.02 -0.02 0.00
H -0.01 -0.02 0.01
H 0.02 -0.01 0.00
H -0.03 -0.01 -0.02
H 0.01 0.01 -0.01
H 0.00 0.02 -0.01
H 0.03 0.03 -0.01
H -0.01 0.01 0.03
H 0.00 -0.01 0.01
H -0.01 -0.01 0.00
H 0.00 0.00 0.00
Cl -0.02 0.07 0.02
Si 0.18 0.06 -0.21
Cl -0.07 0.00 0.09
Cl -0.06 -0.08 -0.01
C -0.01 -0.01 -0.01
C 0.00 0.00 0.01
C -0.02 0.00 0.00
C -0.01 0.02 -0.01
C 0.00 -0.01 0.00
C 0.00 0.01 0.00
Si -0.02 -0.05 0.02
C 0.02 -0.02 0.01
C 0.00 0.00 0.01
C 0.01 0.02 0.01
C -0.01 0.01 0.00
C 0.00 -0.01 -0.02
C 0.01 0.01 0.01
H 0.00 0.00 0.00
H 0.00 0.00 0.00
H 0.00 0.00 0.00
H 0.00 0.00 0.00
H 0.00 0.00 0.00
H -0.01 0.00 -0.01
H 0.00 0.00 -0.01
H 0.00 0.00 0.00
H 0.00 0.00 0.00
H 0.00 0.00 0.00
H 0.00 0.00 0.00
C 0.00 -0.03 0.00
Sb -0.02 0.04 0.06
C -0.02 -0.01 -0.03
C 0.01 -0.01 -0.03
H 0.01 0.00 -0.01
H 0.01 0.01 -0.01
H -0.01 0.00 0.01
H 0.01 -0.01 0.01
H -0.01 0.01 0.01
H 0.01 -0.01 0.00
H 0.00 0.01 -0.01
H 0.00 0.00 -0.01
H 0.02 -0.01 0.01


The following is a DFT calculation (ωB97M-V/def2-TZVPD) of a molecular structure, C19H32ClIrN3.

The spin multiplicity is 6. For the HOMO-LUMO gap (spin up / spin down), the calculation gives 6.86 / 4.59 eV. For the calculated total energy, the calculation gives -1471.041189 hartree. Its total charge is +2. The calculation puts the highest occupied orbital energy (spin up / spin down) at -11.90 / -14.52 eV.

CARTESIAN COORDINATES (ANGSTROEM)
C1 -3.78282 -1.70204 -5.36963
C2 -4.15275 -3.17826 -5.20181
C3 -5.04986 -0.84731 -5.45871
C4 -2.93128 -1.51497 -6.62823
Cl1 -2.82416 -1.16990 -3.92769
H1 -5.64086 -1.15748 -6.32581
H2 -4.80099 0.21144 -5.57827
H3 -5.66869 -0.96876 -4.56459
H4 -4.73621 -3.50897 -6.06668
H5 -4.75918 -3.33277 -4.30428
H6 -3.25686 -3.80337 -5.13839
H7 -3.50353 -1.83051 -7.50619
H8 -2.02128 -2.12085 -6.58121
H9 -2.65380 -0.46527 -6.76354
C5 -0.81469 0.00570 2.17536
C6 -1.84855 0.84901 1.62063
C7 -2.39704 0.18101 0.45545
H10 -2.17324 1.81036 2.02579
C8 -1.75731 -1.11986 0.36120
C9 -0.82196 -1.23540 1.43458
H11 -0.22659 -2.10761 1.67396
H12 -0.18765 0.25791 3.02470
H13 -3.19083 0.55822 -0.18720
H14 -1.99664 -1.87049 -0.38513
C10 1.63013 1.20216 -0.96951
C11 1.23043 2.11666 0.07136
C12 -0.04050 2.67237 -0.29945
H15 1.78710 2.36943 0.97683
C13 -0.48196 1.99762 -1.50345
C14 0.57757 1.10611 -1.91059
H16 0.56755 0.50683 -2.82789
H17 2.59770 0.70016 -1.04684
H18 -0.55558 3.48675 0.21471
H19 -1.40714 2.19139 -2.05090
Ir1 -0.35497 0.62157 0.10512
C15 4.09853 1.90373 1.80872
N1 3.68508 1.30406 3.04866
C16 4.26863 1.88499 4.21945
C17 2.91357 0.17193 3.03156
N2 2.42789 -0.39202 1.94808
N3 2.48720 -0.40947 4.19187
C18 2.80570 -0.20097 5.57713
C19 1.60198 -1.53347 3.99057
H20 5.17149 2.11678 1.81351
H21 3.53420 2.81992 1.61883
H22 3.90432 1.19358 0.99930
H23 3.51048 2.31575 4.89107
H24 4.90835 1.16524 4.74820
H25 4.91194 2.70559 3.88489
H26 2.69844 -0.01862 1.04633
H27 1.86023 -0.05425 6.13196
H28 3.29920 -1.11118 5.97088
H29 3.45269 0.64775 5.81081
H30 0.56639 -1.25215 4.21438
H31 1.66366 -1.76743 2.91163
H32 1.87646 -2.40064 4.59848

Cartesian forces, eV/Å:
C -0.78 -0.43 -1.16
C 0.17 0.07 0.26
C 0.15 0.10 0.25
C 0.19 0.10 0.24
Cl 0.25 0.13 0.36
H 0.13 -0.02 0.09
H -0.03 -0.14 0.03
H 0.09 0.03 -0.11
H 0.08 0.12 0.08
H 0.10 0.02 -0.11
H -0.12 0.09 0.02
H 0.01 0.02 0.16
H -0.11 0.10 0.01
H -0.02 -0.14 0.03
C -1.07 -0.48 0.79
C -1.09 0.03 1.30
C -1.43 -0.91 0.80
H 0.10 -0.45 -0.22
C -1.37 -0.06 0.96
C -0.78 -0.09 0.99
H 0.03 0.14 -0.25
H -0.37 -0.11 -0.20
H 0.17 -0.23 0.29
H 0.18 0.13 0.07
C 1.13 0.97 -0.18
C 1.09 1.10 -0.18
C 0.19 1.83 -0.35
H -0.31 0.06 -0.70
C 0.36 1.32 -1.44
C 0.05 1.05 -1.44
H -0.01 0.16 0.55
H -0.44 0.04 0.03
H 0.20 -0.37 -0.27
H 0.47 -0.02 0.18
Ir 2.17 -4.01 -1.30
C 0.12 -0.13 -0.96
N -0.77 -1.59 -0.48
C 0.63 0.80 0.83
C 1.15 2.31 1.38
N -0.15 -0.33 -1.16
N -0.11 -0.65 -1.07
C 0.35 0.37 1.54
C -0.77 -1.20 -0.64
H -0.22 -0.04 0.04
H 0.32 0.05 0.02
H 0.38 0.54 -0.03
H 0.32 -0.09 -0.21
H -0.10 0.33 -0.12
H -0.18 -0.18 0.19
H 0.22 0.30 0.26
H 0.33 -0.23 -0.25
H -0.33 0.32 -0.23
H -0.49 -0.59 -0.26
H 0.21 -0.05 0.29
H -0.37 -0.45 1.25
H 0.11 0.34 0.05


The following is a DFT calculation (ωB97M-V/def2-TZVPD) of 4 unconnected molecules or ions with the total composition C19H32IN2O10P3S3.

For the HOMO-LUMO gap, the calculation gives 8.79 eV. For the calculated total energy, the calculation gives -4121.392768 hartree. Its total charge is 0. The calculation puts the highest occupied orbital energy at -8.91 eV.

CARTESIAN COORDINATES (ANGSTROEM)
C1 -1.12477 1.70902 3.41941
C2 -1.48731 1.19141 2.41419
C3 -1.72265 0.84762 0.99745
C4 -3.13442 1.17105 0.46458
C5 -4.01789 -0.03020 0.55570
N1 -4.64758 -0.98837 0.53391
C6 -3.80502 2.43870 1.04764
C7 -4.91543 2.75646 0.10714
N2 -5.71926 2.94824 -0.68824
P1 -2.76715 4.00943 1.06141
P2 -2.11672 4.43939 -0.99438
O1 -2.32406 5.84020 -1.33892
O2 -0.52692 4.08899 -1.08616
O3 -2.85586 3.45925 -2.05055
P3 -4.62966 2.08910 2.76145
O4 -3.92000 3.16506 3.79901
I1 -6.96887 2.82824 2.60453
H1 -0.75111 2.22286 4.27068
H2 -1.60782 -0.24055 0.92992
H3 -0.97838 1.25739 0.31941
H4 -3.03354 1.34902 -0.61165
H5 -1.55833 3.80647 1.76613
H6 -0.46207 3.12490 -0.97809
H7 -3.71028 3.82467 -2.31097
H8 -3.34245 2.62277 4.35075
C8 3.02156 -1.12751 -0.87096
C9 2.34142 -1.46742 -2.20389
C10 1.32785 -0.35559 -2.49423
S1 1.95754 1.12102 -1.69277
O5 1.04303 1.49653 -0.63191
O6 2.38401 2.06464 -2.68893
C11 3.39017 0.35059 -0.95615
H9 3.89927 -1.74781 -0.69545
H10 2.32219 -1.29045 -0.04624
H11 3.08737 -1.49840 -2.99606
H12 1.85779 -2.44227 -2.17392
H13 1.22835 -0.16501 -3.56006
H14 0.35178 -0.58038 -2.06416
H15 3.59396 0.80281 0.01227
H16 4.23155 0.50993 -1.62961
C12 1.60452 -1.42062 7.50720
C13 2.30671 -1.54682 6.14951
C14 1.67049 -0.51815 5.20640
S2 1.08073 0.81819 6.24958
O7 -0.36034 0.85912 6.17356
O8 1.88607 1.99134 6.02575
C15 1.54469 0.07391 7.80695
H17 2.13422 -1.96320 8.28899
H18 0.59328 -1.82834 7.43897
H19 3.37029 -1.32887 6.26861
H20 2.22329 -2.55441 5.74413
H21 2.38872 -0.12187 4.49264
H22 0.81320 -0.93309 4.67847
H23 0.81404 0.33288 8.56989
H24 2.52616 0.46161 8.07924
C16 0.35523 -4.03761 -7.25508
C17 -0.31554 -2.70622 -6.89520
C18 0.16072 -2.31756 -5.49056
S3 1.78705 -3.05511 -5.29195
O9 1.71597 -4.05566 -4.25608
O10 2.78626 -2.01512 -5.27725
C19 1.82456 -3.87860 -6.87748
H25 0.23866 -4.27673 -8.31107
H26 -0.09394 -4.84641 -6.67409
H27 -0.01159 -1.94030 -7.61174
H28 -1.40154 -2.77764 -6.93480
H29 0.24029 -1.23955 -5.37378
H30 -0.48895 -2.72779 -4.71872
H31 2.35298 -4.82492 -6.78655
H32 2.34349 -3.22430 -7.57782

Cartesian forces, eV/Å:
C 0.42 0.53 1.03
C -0.03 0.09 -2.00
C -0.49 -1.12 0.66
C -0.26 -0.66 0.00
C 0.40 0.60 -0.04
N -0.10 -0.09 0.09
C -0.74 0.69 -0.81
C 0.97 -0.10 0.39
N -0.16 0.11 -0.21
P -0.91 1.16 0.39
P 1.32 0.30 -0.95
O -0.34 0.39 0.40
O -1.88 -0.64 0.02
O 0.65 -0.35 0.77
P 0.30 -0.83 0.78
O -0.46 -0.09 -0.88
I 0.60 0.22 0.07
H -0.08 -0.15 0.27
H 0.07 0.10 -0.23
H 0.20 0.32 0.40
H -0.02 0.03 0.09
H -0.14 -0.62 -0.47
H 0.86 -0.04 0.01
H -0.15 0.07 -0.04
H 0.10 0.05 0.20
C -0.20 -0.01 -0.02
C 0.18 0.03 0.22
C -0.13 -0.43 -0.07
S 0.48 -0.28 -0.38
O -0.22 0.24 -0.07
O -0.27 0.25 0.17
C 0.15 -0.30 0.31
H -0.01 0.01 0.00
H 0.06 0.03 0.04
H -0.02 0.01 0.00
H 0.02 0.01 -0.04
H 0.01 0.19 0.04
H 0.00 0.11 0.04
H -0.07 0.15 -0.07
H -0.07 0.08 -0.05
C -0.04 -0.03 -0.11
C 0.04 0.00 0.07
C 0.17 -0.41 -0.15
S 0.35 -0.24 0.22
O 0.06 0.24 0.03
O -0.32 0.17 -0.11
C 0.03 -0.31 0.25
H -0.02 0.01 0.00
H 0.00 0.02 0.04
H -0.02 0.01 0.01
H 0.00 0.02 -0.01
H -0.12 0.15 -0.01
H -0.07 0.12 0.04
H -0.03 0.14 -0.10
H -0.02 0.07 -0.05
C -0.08 0.03 0.10
C 0.03 -0.02 -0.09
C -0.37 0.11 -0.15
S -0.12 -0.03 -0.50
O 0.15 0.13 0.13
O 0.07 -0.08 0.24
C -0.15 -0.20 -0.30
H 0.01 -0.01 0.01
H 0.04 -0.02 -0.02
H 0.01 -0.01 0.02
H 0.01 0.02 0.02
H 0.10 -0.03 0.09
H 0.11 -0.05 0.05
H 0.08 0.07 0.14
H 0.04 0.03 0.07


The following is a DFT calculation (ωB97M-V/def2-TZVPD) of a molecular structure, C19H32N3O3RuSSi2.

The spin multiplicity is 2. For the HOMO-LUMO gap (spin up / spin down), the calculation gives 7.99 / 7.90 eV. For the calculated total energy, the calculation gives -2205.288896 hartree. Its total charge is 0. The calculation puts the highest occupied orbital energy (spin up / spin down) at -7.76 / -7.67 eV.

CARTESIAN COORDINATES (ANGSTROEM)
Ru1 -0.35155 0.42669 0.27412
C1 3.26310 -2.50304 -2.05482
N1 3.41126 -1.07105 -1.83255
C2 4.77180 -0.56302 -1.75666
C3 2.33426 -0.34728 -1.45484
O1 1.21210 -0.82491 -1.37333
C4 2.59070 1.11049 -1.08317
O2 1.39353 1.81062 -0.86349
C5 0.85932 2.58693 -1.91759
C6 -0.49152 2.03849 -2.37722
O3 -0.89957 0.95388 -1.96540
N2 -1.18363 2.80021 -3.23696
C7 -2.56670 2.44319 -3.52218
C8 -0.80641 4.18000 -3.51298
H1 3.69886 -2.77328 -3.01734
H2 3.76475 -3.06683 -1.26548
H3 2.20779 -2.75244 -2.04838
H4 5.41622 -1.22515 -2.33052
H5 4.85900 0.43114 -2.18982
H6 5.14326 -0.53548 -0.72845
H7 3.14283 1.12324 -0.13873
H8 3.20194 1.61755 -1.83285
H9 0.70845 3.59382 -1.52640
H10 1.54520 2.64170 -2.76845
H11 -2.71228 1.38854 -3.31609
H12 -3.24129 3.02672 -2.89110
H13 -2.78245 2.64590 -4.57053
H14 -1.03020 4.82461 -2.65946
H15 0.24906 4.25919 -3.76705
H16 -1.37704 4.52340 -4.37298
C9 1.72016 -0.04453 3.18351
Si1 0.55385 -0.90473 1.96308
C10 1.60405 -2.31508 1.25256
C11 -0.77376 -1.74920 3.01979
C12 -0.51656 -2.50661 4.16557
C13 -1.55716 -3.05281 4.90328
C14 -2.87431 -2.84730 4.50673
C15 -3.14535 -2.10718 3.36517
C16 -2.10378 -1.56274 2.61065
Si2 -2.29073 -0.59754 1.01575
C17 -3.81160 0.49462 1.11529
C18 -2.48029 -1.77421 -0.46590
H17 1.87267 -0.66247 4.07297
H18 1.33506 0.92059 3.51725
H19 2.70085 0.13028 2.72947
H20 1.81824 -3.02875 2.05418
H21 2.56153 -1.95306 0.86443
H22 1.08758 -2.84722 0.45127
H23 0.50593 -2.66549 4.49570
H24 -1.34561 -3.63251 5.79398
H25 -3.68558 -3.26411 5.09145
H26 -4.17682 -1.95162 3.06414
H27 -4.72766 -0.10303 1.09511
H28 -3.84515 1.19129 0.27413
H29 -3.80475 1.07311 2.04115
H30 -2.94738 -2.70910 -0.14329
H31 -1.51730 -2.03012 -0.91837
H32 -3.10073 -1.31866 -1.24064
S1 -0.56232 2.07516 1.78564
C19 -1.19737 3.14628 0.63267
N3 -1.62650 3.83292 -0.19605

Cartesian forces, eV/Å:
Ru 0.85 -0.55 -0.20
C 0.01 0.00 0.02
N -0.06 -0.01 -0.01
C -0.02 0.00 0.00
C 0.23 -0.06 -0.01
O -0.49 0.18 0.30
C -0.04 0.07 0.00
O -0.01 -0.04 -0.01
C 0.01 0.06 0.02
C 0.00 0.03 0.07
O -0.23 0.21 0.05
N -0.02 0.03 0.01
C 0.01 0.01 0.01
C 0.00 -0.02 -0.01
H 0.00 0.01 0.00
H -0.01 0.01 0.01
H 0.00 -0.01 -0.01
H -0.01 0.00 -0.01
H 0.00 0.01 0.00
H -0.01 -0.01 0.00
H 0.02 0.02 0.00
H 0.00 -0.02 -0.04
H 0.01 0.01 -0.03
H 0.03 -0.05 0.01
H 0.00 -0.01 0.00
H 0.00 0.00 0.00
H 0.00 0.01 0.00
H -0.01 -0.01 0.01
H 0.01 0.00 0.00
H 0.01 -0.01 -0.01
C 0.05 0.05 0.02
Si -0.19 0.12 0.09
C 0.03 -0.04 -0.03
C -0.10 0.00 0.04
C -0.07 0.02 -0.01
C 0.05 0.01 -0.02
C -0.02 0.02 -0.02
C 0.04 -0.04 0.01
C 0.10 -0.04 0.07
Si 0.19 -0.07 -0.14
C -0.04 0.06 0.00
C -0.05 -0.04 0.04
H 0.03 -0.02 -0.03
H 0.00 -0.02 0.03
H -0.02 0.03 0.00
H 0.01 0.00 0.00
H -0.02 -0.01 -0.01
H 0.02 0.00 0.02
H -0.01 0.00 0.01
H -0.01 0.00 0.00
H 0.00 0.00 0.00
H 0.00 -0.01 0.00
H 0.01 -0.02 0.00
H -0.01 0.00 0.02
H 0.00 0.03 -0.03
H -0.02 0.01 -0.03
H -0.01 -0.01 0.01
H 0.02 -0.01 0.00
S -0.32 -0.15 -0.19
C -0.01 0.24 0.07
N 0.06 0.03 -0.05


| no. | maximum force (eV Å⁻¹) | M (g mol⁻¹) |
| --- | --- | --- |
| 1 | 0.28 | 638.2 |
| 2 | 4.75 | 530.2 |
| 3 | 2.00 | 764.5 |
| 4 | 1.03 | 539.8 |